(1)
Computed, not measured: a cluster of 2 separate species, C9H14O in total, with wB97M-V/def2-TZVPD.

Element x y z (Å)
C (0.295, -1.887, -1.245)
C (-0.443, -1.002, -2.297)
C (0.930, -0.955, -0.206)
C (0.573, -0.796, 1.142)
C (2.004, -0.191, -0.661)
C (1.260, 0.094, 1.947)
C (2.623, 0.840, 0.065)
C (2.340, 0.908, 1.448)
H (-0.613, -2.388, -0.800)
H (0.878, -2.532, -1.846)
H (-1.272, -0.554, -2.108)
H (-0.224, -1.352, 1.575)
H (2.506, -0.400, -1.618)
H (0.965, 0.322, 2.939)
H (3.221, 1.547, -0.446)
H (2.910, 1.565, 1.972)
H (-0.729, -1.642, -3.227)
H (0.201, -0.171, -2.783)
C (-3.207, 0.841, 0.502)
O (-4.137, 1.737, -0.006)
H (-3.916, 2.696, 0.241)
H (-2.564, 1.357, 1.190)
H (-3.768, 0.142, 1.132)
H (-2.755, 0.399, -0.344)

## Properties
- SMILES string: CCc1ccccc1.CO
- E: -11605.35233 eV
- HOMO: -8.9 eV
- Multiplicity: 1
- Frontier orbital gap: 9.8 eV
- Energy above the lowest of the compared OMol25 structures with the same formula, charge and spin: 2.284 eV

Which charges does natural (NBO) predict for the atoms? In e, they are: C -0.429; C -0.568; C -0.009; C -0.226; C -0.213; C -0.208; C -0.200; C -0.207; H 0.211; H 0.226; H 0.188; H 0.212; H 0.206; H 0.210; H 0.210; H 0.204; H 0.195; H 0.197; C -0.238; O -0.734; H 0.469; H 0.168; H 0.164; H 0.171



(2)
Computed, not measured: a structure of composition C14H15NO2STeZn, with wB97M-V/def2-TZVPD.

Element x y z (Å)
Zn (-0.322, -0.062, -0.193)
O (-1.815, 0.924, 0.803)
N (-2.957, 0.682, 0.259)
C (-3.852, 1.748, 0.827)
C (-5.347, 1.520, 0.373)
C (-5.508, 0.260, 0.037)
C (-4.688, -0.583, -0.834)
C (-3.300, -0.231, -0.506)
S (-2.073, -1.437, -1.042)
H (-3.422, 2.713, 1.248)
H (-6.573, 1.723, 0.605)
H (-6.439, -0.174, -0.224)
H (-4.776, -1.724, -1.063)
Te (0.779, -1.280, 2.254)
C (2.624, -1.810, 1.544)
C (3.931, -1.316, 1.799)
C (5.024, -1.552, 0.991)
C (4.870, -2.523, -0.023)
C (3.652, -2.882, -0.484)
C (2.527, -2.564, 0.300)
H (3.895, -0.465, 2.547)
H (6.004, -1.537, 1.270)
H (5.902, -2.831, -0.394)
H (3.664, -3.301, -1.703)
H (1.752, -2.676, -0.438)
C (-0.764, 2.354, -1.813)
O (0.483, 2.563, -1.092)
C (0.915, 1.479, -0.569)
C (2.099, 1.544, 0.220)
H (-1.646, 2.271, -1.095)
H (-0.786, 1.560, -2.623)
H (-1.098, 3.220, -2.292)
H (1.856, 1.455, 1.201)
H (2.743, 2.357, -0.051)
H (2.645, 0.575, 0.161)

## Properties
- Net charge: -2
- E: -86881.90319 eV
- HOMO (spin up / spin down): 0.6 / 1.0 eV
- Multiplicity: 1
- Frontier orbital gap (spin up / spin down): 4.2 / 3.8 eV

Which charges does natural (NBO) predict for the atoms? In e, they are: Zn 1.359; O -0.749; N -0.056; C -0.210; C -0.350; C -0.272; C -0.447; C 0.114; S -0.574; H 0.209; H 0.205; H 0.162; H 0.210; Te -0.357; C -0.265; C -0.267; C -0.252; C -0.256; C -0.217; C -0.256; H 0.208; H 0.189; H 0.174; H 0.183; H 0.226; C -0.288; O -0.546; C -0.310; C -0.727; H 0.213; H 0.183; H 0.162; H 0.219; H 0.168; H 0.216



(3)
Computed, not measured: a cluster of 12 separate species, C52H110N2O10 in total, with wB97M-V/def2-TZVPD.

Element x y z (Å)
C (4.580, 5.915, 2.271)
C (4.556, 4.437, 2.724)
C (3.755, 3.915, 1.504)
O (2.662, 4.882, 1.375)
C (3.123, 6.153, 1.923)
H (5.347, 6.133, 1.527)
H (4.723, 6.610, 3.099)
H (4.000, 4.291, 3.650)
H (5.585, 4.094, 2.830)
H (3.372, 2.902, 1.630)
H (4.366, 3.906, 0.602)
H (2.636, 6.322, 2.883)
H (2.998, 6.942, 1.182)
C (5.666, -0.259, 0.737)
C (4.286, 0.202, 0.244)
C (3.873, -0.922, -0.733)
O (4.514, -2.092, -0.142)
C (5.766, -1.816, 0.624)
H (5.795, -0.009, 1.790)
H (6.416, 0.137, 0.051)
H (4.427, 1.167, -0.244)
H (3.663, 0.557, 1.065)
H (4.147, -0.683, -1.761)
H (2.792, -1.033, -0.821)
H (6.531, -2.114, -0.093)
H (5.844, -2.381, 1.553)
C (-0.199, 1.695, 4.626)
C (1.206, 1.877, 5.083)
C (1.201, 3.340, 5.477)
O (-0.109, 3.578, 6.061)
C (-1.000, 2.563, 5.622)
H (-0.453, 0.649, 4.795)
H (-0.147, 1.976, 3.574)
H (1.869, 1.482, 4.314)
H (1.433, 1.295, 5.976)
H (1.288, 4.047, 4.651)
H (1.936, 3.394, 6.280)
H (-1.884, 2.974, 5.136)
H (-1.508, 1.930, 6.349)
C (-0.661, 2.998, -5.908)
C (-1.398, 1.672, -5.694)
C (-2.511, 2.034, -4.738)
O (-2.441, 3.454, -4.441)
C (-1.689, 4.112, -5.513)
H (-0.337, 3.240, -6.920)
H (0.264, 3.199, -5.367)
H (-0.742, 0.847, -5.417)
H (-2.006, 1.303, -6.520)
H (-2.383, 1.437, -3.834)
H (-3.542, 1.787, -4.993)
H (-1.143, 5.027, -5.282)
H (-2.407, 4.490, -6.240)
C (-4.121, 3.719, 1.182)
C (-3.208, 3.687, -0.057)
C (-1.915, 4.234, 0.539)
O (-1.854, 3.555, 1.856)
C (-3.217, 3.313, 2.326)
H (-4.976, 3.051, 1.083)
H (-4.535, 4.704, 1.394)
H (-3.413, 4.364, -0.886)
H (-3.069, 2.628, -0.277)
H (-1.948, 5.307, 0.733)
H (-1.031, 4.080, -0.080)
H (-3.504, 4.001, 3.121)
H (-3.244, 2.269, 2.639)
C (3.540, 3.258, -4.501)
C (3.805, 2.922, -3.028)
C (5.277, 3.115, -2.967)
O (5.702, 2.741, -4.266)
C (4.739, 2.919, -5.292)
H (3.331, 4.325, -4.584)
H (2.590, 2.883, -4.882)
H (3.613, 1.863, -2.854)
H (3.269, 3.671, -2.445)
H (5.884, 2.526, -2.280)
H (5.509, 4.176, -2.872)
H (4.718, 2.058, -5.960)
H (5.036, 3.719, -5.970)
C (-1.845, -5.768, 0.800)
C (-1.877, -5.398, -0.654)
C (-3.002, -4.365, -0.695)
O (-3.084, -3.787, 0.617)
C (-2.713, -4.728, 1.628)
H (-0.841, -5.702, 1.217)
H (-2.156, -6.807, 0.916)
H (-2.167, -6.162, -1.375)
H (-0.895, -5.054, -0.980)
H (-3.909, -4.875, -1.022)
H (-2.744, -3.592, -1.418)
H (-3.691, -5.120, 1.906)
H (-2.179, -4.406, 2.522)
C (3.537, -5.576, 4.344)
C (2.779, -5.363, 3.113)
C (3.661, -4.325, 2.425)
O (4.860, -4.174, 3.233)
C (5.004, -5.328, 4.024)
H (3.404, -6.552, 4.811)
H (3.230, -4.792, 5.035)
H (1.829, -4.896, 3.373)
H (2.721, -6.241, 2.470)
H (3.244, -3.369, 2.110)
H (4.035, -4.548, 1.426)
H (5.674, -5.143, 4.864)
H (5.459, -6.112, 3.419)
C (-5.946, -1.420, 0.018)
C (-6.381, -0.266, 0.899)
C (-7.303, -0.881, 1.962)
O (-7.112, -2.302, 1.801)
C (-5.983, -2.563, 1.054)
H (-5.105, -1.124, -0.610)
H (-6.765, -1.736, -0.628)
H (-6.825, 0.559, 0.342)
H (-5.539, 0.242, 1.368)
H (-8.358, -0.609, 1.965)
H (-6.898, -0.504, 2.901)
H (-6.115, -3.569, 0.654)
H (-5.033, -2.732, 1.563)
C (-3.757, -2.486, 5.265)
C (-3.827, -1.120, 4.551)
C (-4.776, -0.252, 5.329)
O (-5.582, -1.261, 5.973)
C (-5.191, -2.639, 5.676)
H (-3.072, -2.395, 6.109)
H (-3.443, -3.374, 4.716)
H (-4.172, -1.274, 3.528)
H (-2.895, -0.558, 4.513)
H (-5.461, 0.273, 4.664)
H (-4.132, 0.424, 5.891)
H (-5.852, -2.887, 4.846)
H (-5.345, -3.352, 6.487)
C (2.972, -1.245, -6.008)
C (1.639, -0.514, -5.762)
N (0.535, -1.415, -5.446)
C (0.130, -2.316, -6.551)
C (-0.537, -1.467, -7.704)
C (0.572, -2.019, -4.096)
C (-0.685, -2.771, -3.695)
H (3.732, -0.684, -6.553)
H (2.974, -2.192, -6.547)
H (3.432, -1.343, -5.025)
H (1.770, 0.222, -4.969)
H (1.331, -0.020, -6.684)
H (-0.531, -3.096, -6.173)
H (0.948, -2.913, -6.955)
H (0.168, -0.878, -8.291)
H (-1.227, -0.715, -7.320)
H (-0.971, -2.097, -8.480)
H (1.483, -2.611, -4.012)
H (0.693, -1.178, -3.413)
H (-0.680, -3.813, -4.016)
H (-0.704, -2.820, -2.606)
H (-1.616, -2.292, -3.999)
C (0.425, 1.863, -1.247)
C (0.243, 1.155, 0.122)
N (0.025, -0.286, 0.123)
C (-1.331, -0.683, -0.290)
C (-2.391, -0.266, 0.669)
C (0.475, -0.907, 1.403)
C (0.488, -2.396, 1.273)
H (1.325, 1.471, -1.721)
H (0.753, 2.902, -1.236)
H (-0.493, 1.784, -1.829)
H (1.143, 1.396, 0.688)
H (-0.509, 1.682, 0.707)
H (-1.608, -0.203, -1.229)
H (-1.343, -1.767, -0.412)
H (-2.303, -0.785, 1.624)
H (-2.545, 0.811, 0.609)
H (-3.363, -0.681, 0.402)
H (-0.005, -0.548, 2.313)
H (1.552, -0.745, 1.436)
H (-0.505, -2.758, 1.539)
H (1.257, -2.841, 1.905)
H (0.779, -2.766, 0.290)

## Properties
- SMILES string: CCN(CC)CC.CCN(CC)CC.C1CCOC1.C1CCOC1.C1CCOC1.C1CCOC1.C1CCOC1.C1CCOC1.C1CCOC1.C1CCOC1.C1CCOC1.C1CCOC1
- E: -79152.67167 eV
- HOMO: -8.2 eV
- Multiplicity: 1
- Frontier orbital gap: 8.6 eV
- Energy above the lowest of the compared OMol25 structures with the same formula, charge and spin: 6.528 eV

These are the Mulliken partial charges, in e, on atoms 1 to 99: C -0.680; C -0.451; C 0.719; O -0.372; C -0.556; H 0.306; H 0.360; H 0.207; H 0.343; H -0.486; H -0.059; H 0.352; H 0.290; C -0.712; C 0.823; C 0.278; O -0.502; C -0.387; H 0.415; H 0.286; H -0.276; H -0.306; H 0.159; H -0.202; H 0.332; H 0.144; C 0.467; C -0.927; C -0.391; O -0.471; C -0.216; H 0.205; H -0.257; H 0.375; H 0.348; H 0.266; H 0.325; H 0.031; H 0.235; C -0.197; C 1.139; C -0.611; O -0.449; C -0.618; H 0.409; H -0.217; H -0.748; H 0.045; H 0.054; H 0.346; H 0.399; H 0.284; C -0.926; C 0.132; C -0.489; O -0.361; C 0.024; H 0.237; H 0.399; H 0.459; H -0.152; H 0.470; H -0.064; H 0.375; H 0.007; C -0.242; C 0.670; C -0.437; O -0.510; C -0.515; H 0.467; H -0.245; H -0.455; H 0.250; H 0.261; H 0.315; H 0.259; H 0.224; C -0.759; C -0.331; C -0.603; O -0.072; C -0.455; H 0.138; H 0.273; H 0.533; H 0.050; H 0.458; H 0.220; H 0.453; H 0.250; C -0.708; C -0.060; C 0.123; O -0.421; C -0.480; H 0.401; H 0.238; H 0.089



(4)
Computed, not measured: the molecule C4H6N2O, with wB97M-V/def2-TZVPD.

Element x y z (Å)
N (1.833, 0.845, 0.097)
C (0.485, 0.401, -0.001)
C (-0.187, -0.928, 0.193)
O (0.573, -2.058, -0.114)
C (-1.640, -0.802, -0.201)
C (-1.770, 0.552, -0.281)
N (-0.498, 1.236, -0.186)
H (2.298, 0.345, -0.663)
H (2.332, 0.545, 0.957)
H (-0.090, -2.682, -0.443)
H (-0.390, -0.891, 1.295)
H (-2.626, 1.199, -0.453)
H (-0.320, 2.238, -0.199)

## Properties
- E: -9269.25293 eV
- HOMO: -7.8 eV
- Multiplicity: 1
- Frontier orbital gap: 8.0 eV
- Energy above the lowest of the compared OMol25 structures with the same formula, charge and spin: 4.249 eV

Which charges does natural (NBO) predict for the atoms? In e, they are: N -0.855; C 0.442; C -0.083; O -0.709; C -0.265; C -0.246; N -0.436; H 0.391; H 0.396; H 0.494; H 0.245; H 0.204; H 0.422